A molecular structure, C15H8BrClIN2O3Sc, computed with ωB97M-V with the def2-TZVPD basis set.

- total charge = +2
- energy relative to the best compared isomer or geometry (same formula, charge and spin) (kcal/mol) = 0.0
- largest force on an atom (hartree/bohr) = 0.0066
- orbital gap (Eh) = 0.235
- E_LUMO (eV) = -7.7

CARTESIAN COORDINATES (ANGSTROEM)
Sc -0.148493 0.859735 0.390052
O 5.233782 3.995129 -0.565258
C 4.210732 3.183910 -0.394618
C 4.320656 1.790062 -0.277742
C 3.179481 1.052042 -0.112031
N 1.944402 1.603637 -0.060377
C 1.883469 2.936409 -0.184492
Br 0.094458 3.593980 -0.128734
C 2.939436 3.781183 -0.346925
H 6.082622 3.531875 -0.605756
H 5.283570 1.299285 -0.318491
H 3.232607 -0.024754 -0.019572
H 2.830379 4.851799 -0.440773
Cl -4.628116 -4.290242 -0.632443
C -3.874040 -2.763753 -0.407425
C -4.629049 -1.629312 -0.362771
C -4.032468 -0.351547 -0.184116
I -5.227288 1.323690 -0.127937
C -2.677200 -0.267822 -0.047847
O -1.979203 0.899749 0.106217
C -1.881689 -1.431248 -0.082862
N -0.521664 -1.257364 0.061461
C 0.263726 -2.334878 0.015306
C -0.228797 -3.620569 -0.169611
C -1.587673 -3.803546 -0.309678
C -2.454560 -2.700392 -0.268847
H -5.702539 -1.699155 -0.468933
H 1.328849 -2.171082 0.131683
H 0.456280 -4.454714 -0.199305
H -1.998304 -4.794292 -0.454165
O -1.079849 1.556687 3.730432
C -0.633514 1.335495 2.735563

Force components x, y, z for each atom (eV/Å):
0.16 -0.01 0.09
-0.06 -0.06 0.03
0.13 0.09 -0.10
-0.06 0.01 0.02
0.00 0.03 -0.02
0.04 -0.07 -0.01
0.12 0.08 -0.05
-0.08 0.14 -0.01
-0.04 -0.11 0.04
0.03 0.02 0.00
0.00 0.00 0.00
0.00 0.00 0.00
-0.01 0.00 -0.01
0.01 0.02 0.00
0.01 -0.06 0.00
0.06 0.09 0.02
-0.11 -0.28 -0.01
-0.01 0.11 0.00
0.20 0.27 -0.06
-0.20 -0.16 -0.09
-0.06 -0.13 -0.04
-0.06 0.09 0.04
0.01 -0.05 0.00
0.01 0.06 0.01
-0.02 -0.02 -0.01
-0.05 -0.02 0.00
0.00 -0.01 0.00
0.00 -0.01 0.00
0.00 0.00 0.00
0.01 0.00 0.00
0.07 0.02 0.02
-0.10 -0.05 0.12

=====

A molecular structure, C15H8Cl5CuN4S2, computed with ωB97M-V with the def2-TZVPD basis set.

- total charge = -2
- energy relative to the best compared isomer or geometry (same formula, charge and spin) (kcal/mol) = 17.4
- largest force on an atom (hartree/bohr) = 0.0076
- orbital gap (Eh) = 0.184
- E_LUMO (eV) = 4.1

CARTESIAN COORDINATES (ANGSTROEM)
Cu 0.688109 -0.502550 0.551248
Cl 0.891085 -1.366080 3.642731
C -0.695638 -0.819573 3.160086
C -0.877356 -0.397240 1.839107
C -2.171588 0.040988 1.570719
Cl -2.530108 0.649274 -0.037814
C -3.216165 0.048920 2.491700
Cl -4.807868 0.604467 2.070878
C -2.977138 -0.398577 3.786434
Cl -4.252859 -0.406970 4.963835
C -1.699389 -0.834289 4.124633
Cl -1.399262 -1.383915 5.745637
S 2.540897 0.963144 0.443633
C 3.606204 -0.098834 -0.435130
C 4.798691 0.503417 -0.955246
N 5.742913 1.027022 -1.365661
C 3.398228 -1.439264 -0.628487
S 2.024456 -2.337690 -0.069994
C 4.394985 -2.185661 -1.344696
N 5.171435 -2.814192 -1.923227
C 1.335445 3.025930 -3.612448
C 0.848833 1.661644 -3.260265
C 0.771008 0.496943 -3.991182
C 0.327842 -0.485167 -3.072712
N 0.137972 0.048476 -1.880955
N 0.433392 1.349402 -2.018913
C 0.129581 -1.949051 -3.281589
H 1.675615 3.042086 -4.647304
H 2.175536 3.309228 -2.975557
H 0.552948 3.779953 -3.500371
H 1.033960 0.366546 -5.028356
H 0.595066 1.866686 -1.165542
H -0.170929 -2.163945 -4.309430
H -0.631108 -2.323824 -2.598056
H 1.049331 -2.491261 -3.055053

Force components x, y, z for each atom (eV/Å):
0.04 -0.06 0.38
-0.01 0.00 -0.02
0.03 -0.02 0.00
0.11 -0.04 -0.10
-0.03 0.08 -0.13
0.03 -0.03 0.04
0.04 -0.02 0.08
-0.02 0.01 -0.01
-0.05 0.00 0.01
0.01 0.00 0.00
-0.02 0.02 0.00
0.01 0.00 0.00
-0.16 0.10 0.08
0.02 -0.03 -0.06
0.02 0.02 -0.02
0.00 0.00 0.00
0.01 0.10 0.00
-0.10 -0.01 -0.06
0.01 -0.05 -0.03
0.00 0.00 0.01
0.01 0.02 -0.04
0.08 0.00 0.01
-0.01 0.03 0.01
-0.04 -0.03 0.04
-0.01 0.00 -0.10
-0.04 -0.03 -0.04
-0.01 -0.04 -0.02
0.00 0.00 0.00
0.00 0.00 0.01
0.00 -0.01 0.01
-0.01 -0.01 -0.02
0.08 -0.01 0.00
0.01 0.00 0.00
0.00 0.02 0.00
0.01 0.01 -0.01

=====

2 unconnected molecules or ions with the total composition C15H8F4NO2, computed with ωB97M-V with the def2-TZVPD basis set.

- total charge = -1
- largest force on an atom (hartree/bohr) = 0.0549
- orbital gap (Eh) = 0.176
- E_LUMO (eV) = 1.4

CARTESIAN COORDINATES (ANGSTROEM)
F -2.067863 1.716440 2.306032
C -0.939609 1.045459 2.004962
C -0.950291 -0.302904 1.808787
F -2.089537 -0.994310 2.085316
C 0.283105 -1.092065 1.886550
O 0.300642 -2.333860 1.735533
C 1.502912 -0.332395 2.122658
F 2.636656 -1.046086 2.278451
C 1.503458 1.011684 2.206290
F 2.643781 1.684958 2.443783
C 0.299841 1.812772 1.982366
O 0.333279 3.042902 1.831629
C -1.610840 -2.278768 -0.524523
C -1.417356 -0.806487 -0.522949
C -2.587883 -0.024579 -0.446668
N -3.589143 0.587777 -0.437051
C -0.299866 -0.182575 -1.189907
C 0.894428 -0.890988 -1.492517
C 1.976977 -0.255410 -2.099178
C 1.912607 1.111717 -2.410387
C 0.738208 1.830255 -2.149066
C -0.350693 1.193630 -1.551683
H -0.727613 -2.831416 -0.838721
H -1.937663 -2.651542 0.456370
H -2.439058 -2.480292 -1.230920
H 0.949302 -1.961139 -1.262424
H 2.883471 -0.832788 -2.306528
H 2.760270 1.601693 -2.900567
H 0.666145 2.895607 -2.386727
H -1.277666 1.762712 -1.398902

Force components x, y, z for each atom (eV/Å):
0.07 -0.05 -0.49
0.67 0.33 0.51
-1.25 0.00 0.32
0.52 0.26 0.18
-0.07 -2.60 -1.09
0.06 2.26 0.70
0.85 0.44 0.17
-0.44 0.34 -0.09
1.16 -0.65 -0.21
-0.58 -0.39 -0.20
-1.60 1.21 -0.33
0.31 -1.06 0.51
-0.94 -0.51 -0.10
0.96 0.58 0.22
-2.03 0.83 -0.24
1.64 -0.93 0.12
0.33 0.44 -0.38
-0.03 0.06 -0.16
-0.34 0.11 0.27
0.00 0.07 -0.22
0.11 -0.46 0.26
0.12 0.03 0.02
-0.13 0.06 0.09
0.20 0.04 -0.29
0.34 -0.32 0.13
0.13 0.53 -0.05
-0.31 0.25 0.02
-0.29 -0.16 0.25
0.07 -0.39 0.02
0.46 -0.32 0.07

=====

A molecular structure, C15H8F6INO7STi, computed with ωB97M-V with the def2-TZVPD basis set.

- total charge = -2
- spin multiplicity = 3
- energy relative to the best compared isomer or geometry (same formula, charge and spin) (kcal/mol) = 0.0
- largest force on an atom (hartree/bohr) = 0.0119
- orbital gap (alpha / beta) (Eh) = 0.115 / 0.243
- E_LUMO (alpha / beta) (eV) = 4.0 / 3.9

CARTESIAN COORDINATES (ANGSTROEM)
Ti 1.285019 -0.922298 0.357570
O 4.628560 1.527311 0.360582
C 3.515143 1.031404 0.291899
O 3.189681 -0.201426 0.429526
C 2.316536 1.921888 -0.013871
C 2.421728 3.288143 -0.198071
C 1.271471 4.002325 -0.492467
C 0.065045 3.325194 -0.600779
C 0.046458 1.953499 -0.404163
N 1.155585 1.275541 -0.110954
H 3.396478 3.745403 -0.103557
H 1.311209 5.075431 -0.637262
H -0.857029 3.842330 -0.827880
H -0.865347 1.374041 -0.470050
F -0.036723 -0.674167 3.155638
C 1.178465 -0.465552 2.546515
F 2.059284 -1.198382 3.320942
F 1.483017 0.847165 2.889025
I -6.880238 2.064079 0.268317
C -5.288485 0.647900 0.308776
C -5.227969 -0.322396 -0.721155
C -4.060976 -0.994456 -0.968080
C -2.861830 -0.697810 -0.258347
C -2.934230 0.316654 0.740456
C -4.100107 0.991261 0.997268
C -1.649814 -1.420135 -0.563061
O -1.550605 -2.361755 -1.347785
O -0.540047 -0.937405 0.041095
H -6.119321 -0.559849 -1.291742
H -4.027961 -1.785984 -1.707418
H -2.058519 0.515022 1.348707
H -4.122756 1.752135 1.769683
F 4.511838 -2.614847 -0.336058
C 3.838302 -3.530882 -1.009176
F 4.316110 -3.567047 -2.264576
F 4.079925 -4.729799 -0.450788
S 2.021565 -3.212473 -1.043492
O 1.894889 -1.885849 -1.644400
O 1.512786 -4.340351 -1.746900
O 1.682878 -3.073865 0.386050

Force components x, y, z for each atom (eV/Å):
-0.50 0.35 0.10
0.00 -0.01 0.00
-0.11 0.03 0.00
0.05 -0.07 -0.01
0.06 -0.06 -0.02
0.01 0.03 0.00
-0.01 -0.03 0.01
0.03 0.00 0.00
0.00 0.06 0.01
-0.04 -0.14 0.01
0.00 0.00 0.00
0.01 0.00 0.00
0.00 -0.01 0.00
0.00 -0.01 0.01
-0.01 0.01 0.00
0.04 -0.05 -0.12
0.02 -0.03 0.02
0.01 0.05 0.00
-0.16 0.19 -0.05
0.13 -0.25 0.10
0.01 0.06 -0.01
0.03 -0.02 -0.03
-0.02 -0.06 0.03
0.06 -0.01 0.02
-0.04 0.02 -0.06
0.05 0.10 -0.35
-0.20 0.03 0.09
0.45 -0.14 0.26
-0.01 -0.01 0.02
-0.01 0.01 0.00
-0.02 0.00 -0.01
-0.01 -0.02 0.01
0.04 0.06 0.07
-0.04 -0.14 -0.10
0.00 -0.01 -0.01
0.00 0.04 0.00
0.06 0.05 0.05
0.08 0.07 -0.13
-0.04 -0.06 -0.01
0.06 -0.02 0.11

=====

A molecular structure, C15H8N3O4S3Ti, computed with ωB97M-V with the def2-TZVPD basis set.

- total charge = 0
- spin multiplicity = 2
- energy relative to the best compared isomer or geometry (same formula, charge and spin) (kcal/mol) = 0.0
- largest force on an atom (hartree/bohr) = 0.0838
- orbital gap (alpha / beta) (Eh) = 0.249 / 0.254
- E_LUMO (alpha / beta) (eV) = -1.2 / -1.4

CARTESIAN COORDINATES (ANGSTROEM)
Ti -0.077190 0.446418 1.358597
O -2.962851 1.868538 -0.824260
C -2.166087 1.171494 -0.266527
O -1.419673 1.508177 0.779896
C -1.874005 -0.273208 -0.640826
C -2.501713 -1.123156 -1.526173
C -2.090911 -2.454433 -1.568419
C -1.119375 -2.925696 -0.686075
C -0.533504 -2.025843 0.177074
N -0.883858 -0.731122 0.139372
C 0.425801 -2.241892 1.338563
O 0.966267 -3.279719 1.587279
O 0.530066 -1.109864 2.024687
H -3.303641 -0.754551 -2.150448
H -2.554587 -3.135670 -2.268294
H -0.836985 -3.968714 -0.656191
S 0.241419 3.896149 5.066264
C 0.813447 3.471909 3.602308
S 1.139025 1.778610 3.118011
C 1.499332 2.357758 1.432439
N 1.471105 3.631584 1.355658
N 1.154434 4.245210 2.530239
C 1.065886 5.673200 2.495806
C 0.429599 6.265083 1.413678
C 0.325851 7.645268 1.362899
C 0.857804 8.424387 2.379481
C 1.520979 7.822451 3.438525
C 1.633856 6.443132 3.499691
S 1.759906 1.234929 0.147398
H 0.032427 5.642259 0.624070
H -0.179927 8.113537 0.528949
H 0.763922 9.501911 2.344840
H 1.957490 8.426998 4.222372
H 2.167331 5.971704 4.310659

Force components x, y, z for each atom (eV/Å):
2.02 3.00 2.34
0.00 -0.16 -0.07
-0.36 0.19 -0.24
-2.17 1.21 -1.00
0.37 -0.21 0.25
-0.11 0.05 -0.11
0.05 0.09 0.10
0.03 -0.12 -0.06
-0.17 0.40 -0.01
-1.70 -2.41 -2.29
0.05 -0.54 -0.04
-0.09 0.01 -0.11
0.68 -2.62 0.87
0.02 0.02 -0.01
-0.03 -0.01 0.02
0.03 0.01 0.02
-0.02 0.00 0.13
-0.07 -0.13 -0.27
0.68 1.07 0.06
0.60 0.10 0.52
-0.02 0.22 -0.40
-0.06 -0.35 0.45
-0.01 0.20 -0.09
-0.02 -0.07 0.06
-0.03 0.02 -0.02
0.02 0.03 0.03
-0.01 0.01 -0.01
0.03 -0.11 -0.04
0.34 0.15 -0.12
-0.03 0.01 0.02
0.01 -0.02 -0.01
0.01 -0.01 -0.02
0.00 0.00 0.00
-0.04 -0.04 0.06

=====

A molecular structure, C15H9BBrLaO5S, computed with ωB97M-V with the def2-TZVPD basis set.

- total charge = +2
- largest force on an atom (hartree/bohr) = 0.0636
- orbital gap (Eh) = 0.078
- E_LUMO (eV) = -11.2

CARTESIAN COORDINATES (ANGSTROEM)
C -2.136183 3.213060 1.302538
C -2.065297 2.025078 1.783063
C -1.909386 0.505004 2.186365
C -1.007943 -0.131335 1.049413
C -1.754467 -0.467023 -0.225172
C -0.963826 -1.029344 -1.308769
C 0.494382 -1.257014 -1.169443
C 1.225762 -0.912461 0.087753
C 2.748704 -1.135070 0.142634
O 3.553191 -0.339510 -0.309459
O 3.165749 -2.234751 0.687995
C 0.425275 -0.337656 1.214964
B 1.250691 0.056169 2.561468
C 1.149727 1.572671 3.101733
O 2.073675 -0.872659 3.241751
C 1.239337 -1.867475 -2.422175
O 2.112383 -2.674285 -2.322313
C 0.696292 -1.350944 -3.803898
S 1.818906 -1.017639 -5.218140
C -0.661079 -1.146614 -3.930056
Br -1.430123 -0.550526 -5.602470
C -1.611949 -1.390460 -2.699712
O -2.738722 -1.779448 -2.803776
H -2.234753 4.118538 0.604869
H -1.441797 0.398619 3.194359
H -2.927511 0.030152 2.149086
H -2.851363 -0.269677 -0.339559
H 1.346011 2.313114 2.265358
H 1.931786 1.781633 3.878083
H 0.102822 1.782176 3.452518
H 2.989406 -0.602359 3.008867
H 1.984113 0.354118 -5.094129
La -4.573812 3.215917 1.336252

Force components x, y, z for each atom (eV/Å):
-0.86 -1.82 0.02
-1.09 1.23 -0.77
0.67 0.53 -1.43
0.54 -0.46 -1.10
3.24 -0.45 0.12
0.85 0.18 0.97
-1.19 0.53 0.48
-1.86 0.07 -0.27
-0.44 -2.43 1.08
-0.37 0.26 -0.05
-1.30 2.43 -1.10
-1.06 -0.65 -1.34
0.51 0.19 1.13
0.43 0.20 -0.74
-0.62 1.42 -2.22
-0.87 0.70 -0.69
-0.23 0.53 0.26
-1.07 0.96 0.15
-0.04 -0.02 1.10
0.94 -0.17 0.44
0.20 -0.53 1.53
0.95 0.42 -0.33
0.41 0.43 0.29
1.39 -1.30 0.98
-0.62 0.23 -0.80
1.14 0.51 0.30
1.21 -0.36 0.07
-0.32 -0.78 0.73
-1.05 -0.22 -0.42
1.09 0.00 0.05
-0.23 -0.45 0.86
-0.46 -1.00 0.25
0.12 -0.18 0.47